Arrangement A

The following is a quantum chemistry calculation of a 2-piece molecular cluster, C3H8NOS overall, from the OMol25 dataset.

Structure (ORCA input):
```
! RIJCOSX wB97M-V def2-TZVPD def2/J DEFGRID3
* xyz 1 1
S -2.55014 -0.00988 -0.20484
O -0.41300 -1.31598 0.68529
N 0.18721 0.29284 -0.69600
C -0.78675 -0.03743 0.46396
C 1.33190 -0.58955 -0.52611
C 0.74590 -1.60348 0.33789
H -3.20763 0.51188 0.89164
H 1.19890 -2.50447 0.82606
H 0.08536 2.29584 1.09843
H -0.38324 0.06839 -1.52232
H 1.60841 -0.99111 -1.45005
H 2.16284 -0.18666 -0.07632
H 0.50076 1.29587 -0.82122
H -0.48052 2.77374 0.99358
*
```

highest occupied orbital energy (alpha / beta)	-12.8 / -13.0	eV

---

Arrangement B

The following is a quantum chemistry calculation of an isolated ion of composition C3H8NOS and charge +1, from the OMol25 dataset.

Structure (ORCA input):
```
! RIJCOSX wB97M-V def2-TZVPD def2/J DEFGRID3
* xyz 1 1
S 2.14025 0.05224 -0.77935
O -2.33944 -1.05813 -0.40877
N -1.39106 0.74459 1.43325
C -0.52589 0.40374 0.22573
C -1.28641 -0.55685 -0.66714
C 0.87259 0.07488 0.59026
H -0.62932 1.25097 -0.47467
H 3.09385 0.11888 0.16687
H 0.87069 -0.82428 1.21711
H -2.29617 0.26593 1.36511
H -0.96013 0.48961 2.31698
H 1.27883 0.87459 1.21439
H -0.64610 -0.87886 -1.52284
H -1.49325 1.74925 1.42138
*
```

SMILES	[NH3+][C@H](C=O)CS
highest occupied orbital energy	-13.4	eV

---

arrangement B ends up most stable, edging out the next structure by 4.253 eV.

---

Arrangement A

The following is a quantum chemistry calculation of C5H10N2O2S as an isolated structure, from the OMol25 dataset.

Structure (ORCA input):
```
! RIJCOSX wB97M-V def2-TZVPD def2/J DEFGRID3
* xyz 0 1
S -1.00132 0.14043 1.01691
O 0.68827 3.24994 0.48632
O -2.01733 -0.29530 1.92648
N -0.92702 1.65611 0.64895
N 0.57715 -0.15106 1.52910
C -2.63471 -0.77643 -1.29041
C 2.45844 0.86352 0.30948
C 1.32826 1.07099 1.31461
C 0.33023 2.13268 0.75624
C -1.26606 -1.07930 -0.79028
H -3.37125 -0.96040 -0.50836
H 3.21145 0.19050 0.71632
H 0.65983 -0.58014 2.43657
H -0.44613 -0.72892 -1.40042
H 1.73084 1.46598 2.25374
H -2.86931 -1.41966 -2.14328
H 2.05852 0.43763 -0.60861
H 2.90981 1.82993 0.08834
H -1.11579 -2.07010 -0.38736
H -2.70530 0.26127 -1.60980
*
```

highest occupied orbital energy	-9.6	eV

---

Arrangement B

The following is a quantum chemistry calculation of the molecule C5H10N2O2S, from the OMol25 dataset.

Structure (ORCA input):
```
! RIJCOSX wB97M-V def2-TZVPD def2/J DEFGRID3
* xyz 0 1
S -1.34114 0.85495 -1.96290
O 2.71089 1.87745 -0.79663
O 0.48094 2.03495 -0.49844
N 1.82079 3.33080 0.66696
N 0.26250 -0.32652 -0.18574
C -2.43837 0.28236 -0.65323
C 1.12846 -1.18935 -0.09106
C 0.25119 0.65039 -1.18511
C 0.94536 -2.49636 0.67864
C 1.72480 2.31476 -0.24240
H 0.59832 -3.11738 -0.09906
H -3.36684 0.65113 -0.91462
H 1.80776 -2.93822 1.04184
H 2.76895 3.41130 0.94407
H 0.19318 -2.31469 1.35698
H -1.89994 0.57998 0.29069
H 1.15637 4.05743 0.60689
H 2.14230 -1.26432 -0.71717
H 0.91577 0.57509 -1.94446
H -2.51162 -0.82107 -0.62455
*
```

SMILES	C/C=N/[C@H](OC(N)=O)SC
highest occupied orbital energy	-8.9	eV

---

arrangement B ends up most stable, edging out the next structure by 0.649 eV.

---

Arrangement A

The following is a quantum chemistry calculation of a 2-piece molecular cluster, H3PS overall, from the OMol25 dataset.

Structure (ORCA input):
```
! RIJCOSX wB97M-V def2-TZVPD def2/J DEFGRID3
* xyz 0 1
S -1.38149 -0.75416 0.31064
P 1.21808 1.38732 -0.65269
H 0.91425 1.17807 0.74123
H 0.92427 0.09710 -1.24932
H -1.67511 -1.90833 0.85014
*
```

highest occupied orbital energy (alpha / beta)	-10.0 / -9.0	eV

---

Arrangement B

The following is a quantum chemistry calculation of the molecule H3PS, from the OMol25 dataset.

Structure (ORCA input):
```
! RIJCOSX wB97M-V def2-TZVPD def2/J DEFGRID3
* xyz 0 1
S -0.59873 -1.27626 -0.61136
P 0.75035 0.26314 0.77655
H -0.26114 0.69054 1.74177
H -0.13716 -0.82323 -1.84423
H 0.24668 1.14580 -0.06274
*
```

SMILES	PS
highest occupied orbital energy	-9.2	eV

---

arrangement B ends up most stable, edging out the next structure by 2.225 eV.

---

Arrangement A

The following is a quantum chemistry calculation of an isolated ion of composition C5H11N2O and charge +2, from the OMol25 dataset.

Structure (ORCA input):
```
! RIJCOSX wB97M-V def2-TZVPD def2/J DEFGRID3
* xyz 2 2
O -0.80852 1.67513 0.61295
N -1.33266 0.01690 -2.84517
N 1.70891 0.15812 2.29223
C 0.62137 -0.70225 0.29958
C -0.23671 -0.24801 -1.89697
C -0.19979 1.38786 1.58734
C 0.42983 -0.08842 1.70147
C -0.51511 -0.68892 -0.66054
H -0.15118 -0.72333 2.40713
H -1.96298 -0.79237 -2.92266
H 1.77453 0.54923 3.23507
H -1.96880 0.73092 -2.47611
H 2.28059 -0.68807 2.22564
H 0.71325 -1.79113 0.51771
H 0.70124 0.19280 -2.19854
H -1.50474 -0.99812 -0.36767
H -1.03159 0.18890 -3.80257
H 1.56404 -0.31324 -0.08041
H -0.08167 2.13402 2.37152
*
```

highest occupied orbital energy (alpha / beta)	-18.3 / -17.9	eV

---

Arrangement B

The following is a quantum chemistry calculation of an isolated ion of composition C5H11N2O and charge +2, from the OMol25 dataset.

Structure (ORCA input):
```
! RIJCOSX wB97M-V def2-TZVPD def2/J DEFGRID3
* xyz 2 2
O 0.60419 2.75067 0.55523
N -0.77551 0.63669 0.97549
N -1.84834 -2.20301 0.58395
C -0.45855 -1.72552 0.27102
C 1.26835 -0.08368 -0.27864
C 1.01368 2.52681 -0.53157
C 1.24963 1.16275 -1.13270
C -0.05894 -0.39324 0.37294
H 2.00870 1.23650 -1.90799
H -1.79742 -3.26298 0.62405
H -0.40897 1.67581 1.23922
H 2.06893 0.19217 0.45399
H -2.37403 -1.83445 -0.32164
H 1.55351 -1.06742 -0.79770
H -1.63796 0.43125 1.52711
H 1.28335 3.35026 -1.26636
H -2.26938 -1.82113 1.49818
H 0.28140 -2.50083 -0.05395
H 0.29736 0.92936 -1.81063
*
```

highest occupied orbital energy (alpha / beta)	-17.8 / -17.8	eV

---

arrangement A ends up most stable, edging out the next structure by 0.464 eV.